A.
The following is a DFT calculation (the ωB97M-V functional and the def2-TZVPD basis) of a structure of composition C31H28BrN9O4Se2Ti.

Its charge is +1. As for the spin multiplicity: 2. The value obtained for the HOMO-LUMO gap (alpha / beta) is 0.19160 / 0.23565 Ha. The HOMO energy (alpha / beta) is -9.32 / -10.57 eV.

Each line ends with the Mulliken charge.
Geometry (Å):
H 2.0581 -1.2601 3.8551  0.36
O 1.9871 0.5716 -1.1846  -0.26
H -3.0542 -0.9197 0.4802  0.57
Br -2.1143 1.8042 1.3686  -0.05
H 0.5349 -0.7402 4.5554  0.42
H -0.0713 -4.5289 3.3230  0.45
H -3.0020 2.3976 -5.4637  0.46
C -1.3714 -0.5874 -2.3147  0.35
C 0.0871 -4.4319 -3.2712  -0.44
C -3.2236 2.4664 -3.3345  0.56
C -2.2872 -1.0527 -3.3237  0.95
H -6.0720 4.9851 -3.9696  0.40
H 5.6678 3.6757 0.0516  0.46
C 4.0197 2.6927 -0.8726  0.33
H 2.7381 1.8171 0.2423  0.40
C 0.4382 -1.2118 2.4781  0.34
C 5.2327 3.3677 -0.8895  -0.65
H -4.4320 2.5193 -0.1753  0.52
C 4.0943 2.5331 -3.2699  -0.47
C 5.3079 3.1990 -3.2957  -0.87
C -4.5581 3.7501 -4.8621  -0.50
H -4.7766 -1.6827 -1.1081  0.50
C -3.8096 -1.3830 -1.4880  -1.26
C -2.3692 2.3965 -0.4130  -0.06
N -0.0651 2.0591 -1.1103  1.07
H -2.4296 -3.9648 1.1656  0.35
Se 2.8582 -2.0520 -0.0718  0.41
H -1.2245 3.5791 -1.8334  0.55
O 3.4621 2.4498 0.3424  -0.71
N 0.3703 -0.5695 1.3821  0.48
C -4.9599 3.9049 -2.4969  -0.73
H -0.1160 -3.2736 4.5586  0.33
C -3.6026 2.6245 -0.8654  -0.76
C 1.1614 -0.6658 3.6662  -1.72
H 1.3741 -5.8693 -4.2817  0.41
H 1.3535 -3.5218 3.6221  0.36
C -0.0318 -3.4344 -2.3647  -0.12
N -1.1742 -2.7178 1.7226  0.17
H 5.8111 3.3866 -4.2336  0.43
H 1.4526 0.3677 3.5102  0.39
C 2.3800 -3.7066 -1.8805  0.29
N 1.0468 2.5868 -1.7055  -0.58
H 6.8124 4.1456 -2.0955  0.39
N 1.1707 -2.0511 -0.7389  0.25
H -5.5202 4.3135 -1.6647  0.47
H -0.9903 -2.9914 -2.1409  0.29
C 0.2655 -3.5270 3.5673  -1.50
C -3.5399 2.8367 -4.6336  -0.96
H 3.6389 2.1997 -4.1967  0.43
C -5.2699 4.2814 -3.7926  -0.56
O 0.9628 0.6271 1.1782  -0.72
C -3.9191 3.0080 -2.2525  0.32
N -1.6334 -0.5430 -0.9899  1.11
C -2.8645 -0.9532 -0.5817  -0.73
N -1.7904 -1.0644 -4.5595  -0.94
H 3.4073 -5.2448 -3.0232  0.49
H -2.4586 1.7188 -3.1627  0.40
N 3.3986 -3.3328 -1.1250  -0.77
C -3.5552 -1.4434 -2.8661  -1.02
C 2.0864 1.6219 -2.0997  0.33
N -0.1628 -0.2145 -2.6758  0.03
C -0.2206 -2.5397 2.5501  0.55
H 1.8973 1.2555 -3.1176  -0.06
C -1.1650 2.7052 -1.1856  -0.31
C 5.8657 3.6209 -2.0953  -0.33
C 2.4604 -4.7492 -2.8629  -0.74
H -0.7926 -4.7638 -3.8079  0.47
C 1.1386 -3.0122 -1.6626  0.97
Ti 0.3435 -0.0176 -0.5144  -0.57
H -4.3068 -1.7897 -3.5615  0.58
O -1.7264 -3.9771 1.8249  -0.48
C 3.4275 2.2892 -2.0735  0.36
H -4.8100 4.0378 -5.8742  0.40
Se -0.0836 -0.4934 -4.4807  0.09
C 1.3417 -5.0831 -3.5400  -0.74
H 0.8861 3.3565 -2.3447  0.37



B.
The following is a DFT calculation (the ωB97M-V functional and the def2-TZVPD basis) of a structure of composition C31H28BrN9O4Se2Ti.

Its charge is +1. As for the spin multiplicity: 2. The value obtained for the HOMO-LUMO gap (alpha / beta) is 0.23297 / 0.24586 Ha. The HOMO energy (alpha / beta) is -10.24 / -10.62 eV.

Each line ends with the Mulliken charge.
Geometry (Å):
H -3.9331 -0.2108 -4.0092  0.44
H -3.3455 -6.0051 0.2649  0.42
H -2.6187 2.4585 4.4220  0.37
H -2.9516 6.6143 5.3791  0.39
C -2.2748 -0.4519 -2.6905  0.70
H 5.1192 -1.2974 -0.7167  0.43
H -0.7433 -3.1184 -1.5672  0.54
H 0.8981 4.8166 -2.4874  0.48
C 1.2860 1.0284 2.1691  -0.86
H -4.8276 0.2394 -1.7431  0.44
C -0.8765 3.6464 4.0178  0.15
C -0.1338 2.4716 3.5116  -0.23
C -2.9355 4.5148 4.9350  -0.59
C 2.7875 -3.5935 0.1230  0.41
H -3.6367 -1.8754 -3.4917  0.31
C 0.6343 2.3264 2.4402  0.21
H 0.7138 5.0735 3.8034  0.49
C 2.6793 2.2524 -3.7799  0.52
C 2.3100 3.6195 -3.5251  -0.43
C 3.6119 -4.6985 0.2820  -0.66
Se 3.5641 0.1221 -4.6637  0.29
C -0.3146 4.9164 4.1007  -0.28
O 1.4542 -3.7634 0.3287  -0.64
H -2.5715 -1.1366 -4.6799  0.42
H 3.0779 -0.3388 -0.7945  0.24
H 3.1638 -5.6449 0.5566  0.45
C 0.6161 2.7050 -2.0775  -0.52
H 2.8514 4.4276 -3.9991  0.48
Br 1.0628 3.7548 1.2743  -0.04
H -3.9532 4.3527 5.2654  0.39
C 4.7027 -2.2593 -0.4339  -0.51
N 3.6094 1.8865 -4.6357  -0.77
H 6.6028 -3.2620 -0.4383  0.42
N 1.4035 0.4665 1.0306  0.60
C 1.2616 3.8227 -2.7113  -1.18
O 1.2780 -1.2985 -1.0783  -0.31
N -2.7191 -2.0611 2.3825  -0.75
N -1.0423 -0.7989 -2.5370  1.15
N -1.6418 0.9019 -1.0487  0.43
H 0.4147 -1.6276 -3.3426  0.36
N -1.1313 -1.2932 0.4707  0.17
C -2.5298 -2.9247 1.4073  0.21
C -2.8944 -5.0227 0.3147  -0.67
C -1.0599 5.9776 4.5922  -0.73
H 1.7123 0.5212 3.0351  0.36
H -3.8044 -4.5177 2.1733  0.50
C 3.3298 -2.3600 -0.2300  0.11
C -2.0145 -4.6037 -0.7522  -1.11
C -3.1528 -4.2211 1.3631  -0.73
C 1.9462 1.1879 -3.1419  0.28
H 0.9917 -2.9777 -0.0027  0.22
C -4.1024 0.8922 -1.2603  -1.57
O -1.2830 1.4660 0.0897  -0.66
C -1.4041 -3.4010 -0.7619  0.18
Se -1.7942 -0.6158 2.0007  0.34
H 2.7415 -0.9003 1.7692  0.42
C -2.7121 0.5114 -1.6227  0.17
C -1.6469 -2.5051 0.3387  0.87
C -2.1842 3.4514 4.4586  -0.52
H -0.2775 1.5561 4.0849  0.59
C -2.3728 5.7825 4.9992  -0.43
H -0.1944 2.9032 -1.3890  0.83
Ti 0.0527 0.0704 -0.8175  -0.29
H 5.6122 -5.4438 0.2125  0.40
C 2.4808 -1.1326 -0.3368  0.34
C 4.9782 -4.5750 0.0858  -0.33
H -1.8357 -5.2875 -1.5726  0.47
H -0.6097 6.9594 4.6626  0.39
H -4.3132 1.9213 -1.5559  0.34
N 2.2554 -0.0321 -3.4913  -0.25
C -3.1550 -0.9385 -3.7849  -1.68
O -0.5429 -1.6326 -3.5182  -0.61
H -4.2358 0.8300 -0.1798  0.30
N 2.0936 -0.7183 1.0136  -0.13
N 0.9361 1.4519 -2.2117  0.40
C 5.5373 -3.3546 -0.2783  -0.91



Least stable structure: A



A.
The following is a DFT calculation (the ωB97M-V functional and the def2-TZVPD basis) of a structure of composition C3H16N2O3.

The value obtained for the HOMO-LUMO gap is 0.24992 Ha. The HOMO energy is -9.78 eV.

Each line ends with the natural charge from an NBO analysis.
Geometry (Å):
H -2.1420 0.4968 -0.1963  0.47
O -2.6805 -0.1296 -0.6818  -0.99
N -0.0682 -0.6243 0.8738  -0.61
C 1.3241 -1.3667 0.8849  -0.21
H 1.9858 1.5950 -1.0918  0.46
H -1.8443 1.0286 -2.2230  0.49
H 2.1059 -0.6219 0.9453  0.19
H 1.3123 -1.9675 1.8306  0.18
N -1.2125 1.8905 0.2259  -0.90
H -2.2013 1.9455 0.5657  0.36
C 1.5329 -2.3693 -0.2006  -0.64
H 0.5886 1.3237 -1.7917  0.51
C 0.1256 0.4995 1.8280  -0.07
H -1.1485 2.0451 -1.1794  0.45
H -0.6287 0.3431 2.5797  0.21
H -0.5121 1.2999 0.8948  0.24
H 0.6928 -3.0344 -0.3378  0.22
H 1.1444 0.5808 2.2829  0.21
O 1.5162 0.9427 -1.6419  -0.99
O -1.1905 1.7381 -2.2843  -0.94
H -0.1469 -0.0433 -0.0181  0.42
H 2.5154 -2.9016 -0.0617  0.22
H -2.7498 -0.9480 -0.1449  0.48
H 1.6812 -1.7226 -1.0585  0.24



B.
The following is a DFT calculation (the ωB97M-V functional and the def2-TZVPD basis) of a cluster of 4 separate species, C3H16N2O3 in total.

As for the structure (SMILES): C[C@H](N)CN.O.O.O. The value obtained for the HOMO-LUMO gap is 0.36468 Ha. The HOMO energy is -9.52 eV.

Each line ends with the natural charge from an NBO analysis.
Geometry (Å):
O -0.6227 0.5968 -3.0278  -0.99
H 0.8591 -2.5694 2.0120  0.21
H -0.3149 -2.3829 0.3215  0.35
O 2.2236 0.7213 -2.1005  -0.96
O -3.1197 0.3984 -1.1292  -0.91
H 1.7928 0.6921 0.8181  0.22
H -1.1849 -0.0310 -3.7597  0.48
C 0.9945 -1.6578 2.3870  -0.62
N -0.0730 -1.4273 0.1808  -0.85
H -0.9099 -0.5558 2.0953  0.18
H -2.5497 1.2231 -0.8692  0.48
H 0.9702 1.0216 2.3258  0.19
H 0.1189 2.6562 1.0011  0.36
H 0.2948 1.9204 -0.3589  0.37
H -1.2445 0.4658 -2.0795  0.49
C 0.1479 -0.7188 1.4994  -0.07
H -0.9602 -1.0695 -0.2218  0.36
C 0.8043 0.5412 1.2686  -0.24
H 1.6809 0.0366 -1.7280  0.47
H 2.1148 -1.7492 2.0945  0.21
N -0.0350 1.6774 0.5707  -0.90
H 1.6927 0.8616 -3.0011  0.48
H 0.9159 -1.4437 3.4274  0.22
H -3.5958 0.7929 -1.7264  0.45



Least stable structure: A



A.
The following is a DFT calculation (the ωB97M-V functional and the def2-TZVPD basis) of a cluster of 2 separate species, C3H6N3S in total.

Its charge is +1. The value obtained for the HOMO-LUMO gap is 0.32470 Ha. The HOMO energy is -13.08 eV.

Each line ends with the natural charge from an NBO analysis.
Geometry (Å):
N -1.0175 0.6831 -0.3291  -0.58
C -0.5218 0.6743 0.8448  0.78
H 0.0308 1.1160 2.7773  0.46
C 1.3080 -3.0758 0.3242  0.27
H -2.0206 0.5546 -0.4680  0.47
H 0.2462 0.1798 -1.8677  0.24
C -0.2184 1.0106 -1.5046  -0.42
N -0.1518 1.1608 1.8461  -0.46
N 2.3023 -3.5031 -0.1152  -0.59
H 0.2365 1.9713 -1.2312  0.24
H 2.6915 -4.3041 -0.6506  0.46
S 0.2775 -2.0526 0.8810  -0.12
H -0.8211 1.3759 -2.3540  0.25



B.
The following is a DFT calculation (the ωB97M-V functional and the def2-TZVPD basis) of the ion C3H6N3S with charge +1.

Its charge is +1. As for the structure (SMILES): C[n+]1c[nH][n+]([S-])c1. The value obtained for the HOMO-LUMO gap (alpha / beta) is 0.28000 / 0.28005 Ha. The HOMO energy (alpha / beta) is -12.52 / -12.52 eV.

Each line ends with the natural charge from an NBO analysis.
Geometry (Å):
C 1.0718 0.5202 0.2214  -0.45
C -0.5254 -1.0601 -0.5682  0.28
H 0.2320 -1.7857 -0.6753  0.27
S -4.0458 0.2136 0.2664  0.12
H 1.7030 0.7187 -0.7931  0.26
N -1.8701 -1.1378 -0.6452  -0.36
H -2.6104 -1.9450 -0.7716  0.49
N -0.2731 0.0869 0.0525  -0.29
H -1.3599 1.5471 0.9635  0.25
H 1.5440 -0.2387 0.7587  0.23
N -2.4921 0.0752 -0.0103  -0.27
H 1.2307 1.5649 0.6692  0.27
C -1.4112 0.7672 0.3282  0.18



Least stable structure: B



A.
The following is a DFT calculation (the ωB97M-V functional and the def2-TZVPD basis) of an isolated molecule of C4H7N3OS.

As for the structure (SMILES): C/N=C/N=N\C#S(C)=O. The value obtained for the HOMO-LUMO gap is 0.33277 Ha. The HOMO energy is -8.93 eV.

Each line ends with the natural charge from an NBO analysis.
Geometry (Å):
N -1.5086 -2.0135 0.2304  -0.36
H 1.9508 0.0490 1.6077  0.25
H 3.5358 -0.0914 0.9342  0.24
O 1.7850 1.3347 -0.5488  -0.96
C 2.5986 -0.5718 0.9800  -0.82
H -0.6302 1.9878 -1.0978  0.25
N -1.3170 0.1546 -0.5211  -0.46
H -1.7755 2.0779 0.2765  0.19
C -1.5838 1.5610 -0.7516  -0.43
C -2.0508 -0.8971 -0.1684  0.22
N -0.1120 -1.9157 0.1938  -0.26
S 1.9607 -0.1176 -0.5768  1.32
H 2.4901 -1.5831 1.0131  0.24
H -2.6168 1.7622 -1.3783  0.21
C 0.3803 -0.8604 -0.1695  0.13
H -3.1065 -0.8767 -0.0233  0.21



B.
The following is a DFT calculation (the ωB97M-V functional and the def2-TZVPD basis) of a structure of composition C4H7N3OS.

The value obtained for the HOMO-LUMO gap (alpha / beta) is 0.26228 / 0.26226 Ha. The HOMO energy (alpha / beta) is -8.41 / -8.41 eV.

Each line ends with the natural charge from an NBO analysis.
Geometry (Å):
H 2.1047 -1.6911 -1.0060  0.20
H 1.1463 -0.3922 -1.4773  0.22
S -2.5253 1.8812 0.7515  0.65
C 1.1967 -1.2072 -0.8801  -0.44
H 0.5307 -1.0718 2.4782  0.24
H -2.2075 3.3502 -1.1282  0.44
H 1.6908 -2.3140 1.9317  0.25
C -0.4116 0.9201 0.0924  0.23
H -0.1930 -2.2660 1.2674  0.19
N 1.2544 -0.8299 0.4935  -0.25
N -1.8066 2.4971 -0.6481  -0.78
C -0.6448 1.8643 -1.0562  0.54
C 0.7903 -1.7180 1.5264  -0.49
H 0.4230 -1.9452 -1.2677  0.16
O -0.0798 2.1677 -2.0672  -0.58
N -1.2683 0.7548 0.9897  -0.57



Least stable structure: B